1.
Below is 10 unconnected molecules or ions with the total composition C30H60O10, with properties calculated with ωB97M-V/def2-TZVPD.

Summary:
ΔE to the lowest compared entry with this formula, charge and spin   54.2 kJ/mol
Structure (SMILES)   CC(C)=O.CC(C)=O.CC(C)=O.CC(C)=O.CC(C)=O.CC(C)=O.CC(C)=O.CC(C)=O.CC(C)=O.CC(C)=O
Lowest unoccupied orbital energy   0.210 eV
Strongest force on any atom   0.024 Eh/bohr
HOMO energy   -9.07 eV
Frontier orbital gap   0.341 Eh

XYZ file:
```
100
Properties=species:S:1:pos:R:3:forces:R:3
C -2.24106 1.61442 -0.19467 -0.3 -0.4 0.1
C -2.29071 1.97868 -1.65073 0.3 0.3 -0.1
C -3.59644 2.53377 -2.17352 0.1 -0.4 -0.5
O -1.33125 1.83131 -2.38333 -0.3 -0.1 0.3
H -3.09281 0.97062 0.06016 0.1 0.1 -0.1
H -2.33366 2.50357 0.43133 0.1 0.1 0.0
H -1.33361 1.06713 0.03818 0.1 0.2 0.1
H -4.39409 1.83413 -1.91505 -0.1 0.2 0.1
H -3.53174 2.60265 -3.25935 0.0 0.1 0.0
H -3.82749 3.51816 -1.77230 0.0 0.0 0.2
C -0.41216 0.14888 -5.08271 -0.1 0.5 0.0
C 0.35700 -0.43779 -3.93408 -0.4 -0.4 -0.4
C -0.18118 -1.72780 -3.35929 -0.1 -0.2 0.3
O 1.34716 0.07932 -3.48597 0.5 0.3 0.2
H -0.97954 0.99484 -4.67161 0.0 -0.2 0.0
H -1.11819 -0.54897 -5.52182 0.1 0.1 0.0
H 0.24893 0.59196 -5.82648 0.2 -0.2 0.0
H -0.28593 -2.48771 -4.13620 0.0 0.1 -0.1
H -1.17807 -1.57219 -2.93344 0.4 0.0 -0.2
H 0.47334 -2.10427 -2.57485 0.1 0.1 0.0
C 4.22076 -0.81271 -2.10624 -0.6 0.0 0.1
C 5.59638 -1.17069 -2.59626 -0.4 0.5 -0.6
C 6.45233 -0.07146 -3.16844 -0.1 0.3 0.5
O 5.95338 -2.31493 -2.64454 0.4 -0.9 0.2
H 3.83437 0.10139 -2.55311 0.1 0.1 0.1
H 4.17172 -0.73251 -1.01849 0.3 0.1 0.0
H 3.52280 -1.60307 -2.38489 0.1 -0.1 0.0
H 7.12315 -0.47873 -3.91547 0.1 0.0 0.0
H 7.02865 0.37981 -2.35377 0.0 -0.1 -0.1
H 5.82354 0.71964 -3.57510 0.1 0.0 -0.1
C -5.30839 -2.06414 -4.32771 -0.1 0.5 -0.1
C -3.93525 -1.47659 -4.11503 0.0 -0.1 0.3
C -3.52597 -1.24717 -2.67186 -0.2 0.0 -0.4
O -3.21230 -1.18515 -5.03499 -0.1 -0.1 -0.1
H -5.62295 -2.64103 -3.46211 -0.1 -0.1 0.0
H -5.38094 -2.62230 -5.25575 0.1 -0.2 0.0
H -5.98492 -1.20534 -4.43502 0.0 -0.1 0.1
H -2.70651 -0.53378 -2.64327 -0.2 0.1 0.1
H -3.19603 -2.20156 -2.25447 -0.1 0.0 0.1
H -4.37951 -0.91602 -2.07989 0.1 0.0 0.1
C -5.87312 -3.45088 0.06477 0.0 -0.2 -0.4
C -4.60367 -3.17957 0.81538 -0.1 -0.2 0.1
C -4.57392 -3.53550 2.27174 0.7 0.6 0.8
O -3.62665 -2.72604 0.26797 0.0 0.1 -0.2
H -5.91334 -2.85001 -0.84203 0.0 0.0 0.0
H -6.77072 -3.30548 0.65926 0.0 0.0 0.1
H -5.83936 -4.50542 -0.23444 -0.1 0.1 0.0
H -3.65371 -3.12155 2.69510 0.0 -0.1 -0.1
H -4.56587 -4.60267 2.48779 -0.3 -0.1 -0.3
H -5.38693 -3.05715 2.82040 -0.2 -0.2 -0.1
C 1.38830 -0.67513 -0.10345 -0.6 -0.1 0.1
C 0.21041 -1.10254 0.74859 0.9 -0.4 0.0
C -0.54658 -2.32223 0.31359 -0.4 -0.3 0.0
O -0.04936 -0.55745 1.79437 -0.2 0.4 0.3
H 1.90360 -1.58865 -0.40077 0.2 0.2 -0.2
H 2.03165 -0.02163 0.47290 0.0 0.0 0.0
H 1.05338 -0.14869 -1.00350 0.1 -0.1 -0.1
H -1.08439 -2.74617 1.15884 -0.1 0.2 0.0
H 0.07915 -3.11443 -0.09843 0.2 0.2 -0.2
H -1.28930 -2.03554 -0.43530 0.0 -0.1 0.0
C 0.37629 4.64849 3.99697 -0.2 0.2 0.0
C 0.53129 3.22311 4.45699 0.5 0.0 -0.2
C 0.48792 2.14307 3.40446 -0.2 -0.3 0.3
O 0.73979 2.96071 5.61625 -0.1 -0.1 0.3
H 0.84581 4.80584 3.02731 -0.1 0.0 0.0
H 0.78807 5.32691 4.73987 0.1 0.0 0.1
H -0.68563 4.89221 3.89138 0.0 -0.1 -0.1
H -0.52783 2.05694 3.01096 0.1 0.1 -0.2
H 0.73590 1.18327 3.85185 0.0 0.0 0.0
H 1.18146 2.34764 2.58983 -0.1 0.1 -0.1
C -1.20651 -2.94846 4.28177 -0.6 -0.1 -0.5
C -0.43253 -2.86334 5.57036 0.3 -0.3 -0.5
C 0.84853 -3.66608 5.65046 0.0 0.3 -0.3
O -0.80455 -2.17518 6.47918 -0.2 0.3 0.5
H -1.43159 -3.97874 3.98175 0.3 0.0 0.1
H -0.67891 -2.47974 3.44604 0.2 0.0 0.2
H -2.16656 -2.44056 4.36743 0.1 0.1 0.2
H 1.36515 -3.62588 4.68737 0.0 -0.1 0.1
H 0.61642 -4.70892 5.86805 0.0 0.0 0.0
H 1.49613 -3.25053 6.41580 0.0 -0.1 0.2
C 1.50320 5.70202 -0.98314 -0.1 0.5 -0.4
C 0.83467 4.55884 -0.27914 0.0 -0.2 0.2
C 1.20561 3.17095 -0.72085 -0.1 -0.5 0.0
O 0.02740 4.74890 0.60584 0.0 0.0 -0.1
H 2.57261 5.72106 -0.76541 0.0 -0.1 0.0
H 1.05275 6.64752 -0.68566 0.1 -0.1 0.2
H 1.39550 5.62608 -2.06955 0.1 -0.2 0.1
H 0.95504 3.03790 -1.77668 0.1 0.0 0.0
H 0.64737 2.42829 -0.15150 -0.1 0.1 0.0
H 2.26720 2.94259 -0.59327 0.0 0.3 -0.1
C 6.13865 0.87059 2.98632 0.2 0.2 0.2
C 5.51013 1.03555 1.63779 -0.1 0.0 -0.1
C 4.04498 1.42477 1.60400 0.4 -0.1 -0.1
O 6.13144 0.86266 0.61416 0.0 0.0 0.0
H 7.18958 0.61837 2.87979 0.0 0.0 0.0
H 5.63214 0.09321 3.55905 -0.1 0.0 0.0
H 6.03500 1.81067 3.53609 0.0 -0.1 0.1
H 3.49865 0.94984 2.41894 -0.1 0.0 -0.1
H 3.67813 1.12472 0.62791 -0.2 0.1 0.0
H 3.93893 2.50700 1.71066 0.1 0.0 0.0
```
Positions in Å, forces in eV/Å.



2.
Below is a molecular structure, H32NO14, with properties calculated with ωB97M-V/def2-TZVPD.

Summary:
ΔE to the lowest compared entry with this formula, charge and spin   867.8 kJ/mol
Lowest unoccupied orbital energy   -4.037 eV
Net charge   +1
Strongest force on any atom   0.199 Eh/bohr
HOMO energy   -12.30 eV
Frontier orbital gap   0.304 Eh

XYZ file:
```
47
Properties=species:S:1:pos:R:3:forces:R:3
N -0.22820 0.26671 0.08689 4.1 0.8 1.0
H -0.71698 1.13975 -0.00325 -0.7 0.0 -0.1
H 0.81518 0.58215 0.07535 -1.9 -0.9 0.2
H -0.30255 -0.40332 -0.67239 -0.7 0.2 0.3
H -0.36362 -0.15110 1.02309 -0.3 -0.1 -0.4
O -2.59279 -3.04503 -1.30715 2.4 -3.9 -2.2
H -2.14473 -4.00262 -1.74272 -2.2 4.3 2.1
H -1.80042 -2.46424 -1.37833 -1.0 -0.7 0.1
O -0.05653 -2.57687 -1.95275 0.1 3.0 2.6
H 0.12327 -3.02895 -2.69802 0.5 -3.7 -4.0
H 0.36235 -1.76670 -2.26736 -0.2 1.0 0.3
O 2.76926 -1.21300 0.24210 3.4 1.8 -0.1
H 3.51132 -0.88158 0.90128 -1.4 -1.3 -3.0
H 2.94825 -1.60535 -0.68183 1.2 1.4 2.4
O -0.57712 3.39662 -1.36688 -1.5 1.5 0.8
H -1.23052 4.09178 -0.85708 2.7 -2.0 -2.8
H -0.55856 3.38750 -2.37704 -0.8 1.0 2.2
O -2.81877 1.94606 -1.35233 4.8 -3.0 0.4
H -2.12977 2.48905 -1.00865 1.7 0.3 0.4
H -3.31354 2.55163 -1.65853 -6.8 6.6 -4.0
O 0.50575 0.01270 -2.79216 -0.5 4.3 -0.8
H -0.25134 0.72362 -2.88356 1.5 -2.5 0.3
H 1.25793 0.67286 -2.95627 -1.2 -1.9 0.4
O 0.55885 -2.50146 2.74599 -3.6 0.1 7.5
H -0.32562 -2.96067 2.75731 1.4 1.0 0.0
H 0.89699 -2.65029 1.95308 1.7 -1.3 -5.0
O 2.29443 2.11392 1.44839 3.6 2.1 -2.1
H 2.73692 1.90597 0.54197 -1.3 -0.2 2.1
H 2.93436 2.90749 1.64283 -1.9 -2.0 0.2
O -2.65012 -2.21701 1.44971 -0.4 -4.4 3.6
H -3.12751 -3.04121 1.16147 0.9 1.7 0.0
H -2.65756 -1.58797 0.81264 -0.3 2.7 -3.3
O -2.75507 0.12184 -0.17878 6.2 -0.4 2.6
H -3.56184 -0.14794 -0.32481 -6.8 -3.2 -0.9
H -2.86783 1.01664 -0.53831 0.0 -0.8 0.8
O 0.86163 -2.30318 0.50852 -2.3 -1.1 -5.3
H 1.81773 -2.29548 0.41821 0.0 -0.1 0.9
H 0.62663 -2.40403 -0.50226 0.1 -0.6 3.0
O -0.32399 2.31552 2.48564 1.2 -1.4 -0.6
H 0.54684 2.72181 2.55567 2.5 -2.6 -0.4
H -0.47012 3.20169 2.62875 -4.1 3.9 0.7
O 2.64801 1.85847 -1.29088 -0.1 -0.9 -1.8
H 2.51718 2.79321 -1.20470 -0.2 1.1 0.2
H 2.66194 1.74152 -2.27388 0.5 0.1 1.3
O 1.21735 0.00799 3.87281 -2.6 -2.1 -0.9
H 1.12658 -0.83478 3.32419 -1.2 0.7 1.3
H 2.08634 0.11630 3.63400 3.7 1.4 -0.3
```
Positions in Å, forces in eV/Å.



3.
Below is 2 unconnected molecules or ions with the total composition C5H15NO, with properties calculated with ωB97M-V/def2-TZVPD.

Summary:
ΔE to the lowest compared entry with this formula, charge and spin   237.9 kJ/mol
Structure (SMILES)   CCOC.CCN
Lowest unoccupied orbital energy   1.044 eV
Strongest force on any atom   0.064 Eh/bohr
HOMO energy   -8.63 eV
Frontier orbital gap   0.356 Eh

XYZ file:
```
22
Properties=species:S:1:pos:R:3:forces:R:3
C 1.56819 0.61279 1.95169 -0.1 -0.3 -0.2
C 1.54012 0.06274 0.54853 -0.2 -2.5 1.8
O 0.84234 -1.48965 0.64834 1.4 2.9 -0.9
C -0.30048 -1.66031 1.43090 -0.6 0.7 0.1
H 0.56344 0.86350 2.28944 -0.1 0.0 0.0
H 1.98290 -0.11475 2.64260 0.2 0.1 0.2
H 2.13536 1.54593 1.95566 0.2 -0.1 0.1
H 1.18507 0.82657 -0.13976 -0.7 -1.0 -0.2
H 2.49446 -0.33097 0.21599 0.1 0.2 0.0
H -1.05659 -0.88419 1.20647 0.1 -0.3 0.1
H -0.73495 -2.64343 1.19799 0.2 0.2 0.0
H -0.11701 -1.63048 2.51550 0.1 0.0 -0.1
C -1.79876 0.98423 -0.97081 0.1 0.0 -0.3
C -0.96544 0.62194 -2.19394 -0.2 -0.3 -0.2
N 0.17590 -0.20073 -1.82799 -0.2 -0.2 -0.3
H -1.18910 1.49757 -0.22962 0.0 0.0 0.1
H -2.62162 1.64039 -1.25250 0.0 0.0 0.0
H -2.21631 0.08798 -0.51380 -0.1 0.0 0.0
H -1.61681 0.13671 -2.94043 0.0 0.1 0.1
H -0.58864 1.53992 -2.65669 0.0 0.0 0.0
H -0.03284 -1.02597 -1.25052 0.1 0.5 -0.5
H 0.75076 -0.43977 -2.62704 -0.2 -0.2 0.1
```
Positions in Å, forces in eV/Å.